Molecular formula: C30H43N8O2PdSi3
Method: DFT, the ωB97M-V functional and the def2-TZVPD basis

Positions of all 87 atoms, in Å:
1 Pd 0.671 0.586 1.391
2 C -2.223 -3.941 -0.159
3 N -1.084 -3.125 0.165
4 C -0.915 -1.812 -0.020
5 N 0.241 -1.442 0.507
6 C 0.754 -2.593 1.003
7 N -0.028 -3.622 0.805
8 C -2.742 -3.695 -1.553
9 C -4.083 -3.919 -1.845
10 C -4.566 -3.710 -3.127
11 C -3.732 -3.241 -4.125
12 C -2.394 -2.988 -3.829
13 C -1.899 -3.241 -2.551
14 C -1.506 -2.402 -4.805
15 N -1.750 -2.061 -6.035
16 N -0.650 -1.472 -6.515
17 C 0.239 -1.470 -5.566
18 O -0.246 -2.055 -4.442
19 C 1.561 -0.887 -5.550
20 C 2.043 -0.150 -6.632
21 C 3.278 0.465 -6.533
22 C 4.032 0.352 -5.374
23 C 3.570 -0.405 -4.307
24 C 4.372 -0.533 -3.032
25 N 3.678 0.120 -1.948
26 C 2.767 -0.372 -1.104
27 N 2.335 0.593 -0.304
28 C 3.028 1.679 -0.719
29 N 3.839 1.418 -1.709
30 C 2.333 -1.019 -4.398
31 H -3.019 -3.742 0.570
32 H -1.897 -4.980 -0.046
33 H -1.594 -1.180 -0.559
34 H 1.702 -2.657 1.501
35 H -4.743 -4.257 -1.060
36 H -5.605 -3.902 -3.339
37 H -4.092 -3.051 -5.124
38 H -0.852 -3.067 -2.345
39 H 1.435 -0.065 -7.519
40 H 3.653 1.051 -7.357
41 H 4.984 0.858 -5.295
42 H 5.344 -0.050 -3.144
43 H 4.518 -1.583 -2.765
44 H 2.453 -1.396 -1.099
45 H 2.933 2.653 -0.291
46 H 1.950 -1.605 -3.575
47 C 2.604 3.784 1.884
48 O 1.586 2.839 2.129
49 Si 0.361 3.153 3.222
50 C -0.528 4.776 2.756
51 C 1.095 3.462 4.959
52 C -0.571 1.522 2.948
53 Si -2.035 1.533 1.744
54 C -3.360 2.754 2.367
55 C -3.031 -0.107 1.642
56 C -1.436 2.067 -0.032
57 Si -0.057 0.069 4.066
58 C -0.591 0.561 5.833
59 C -0.913 -1.638 3.868
60 C 1.859 -0.249 3.917
61 H 2.641 4.530 2.675
62 H 2.414 4.300 0.940
63 H 3.567 3.276 1.841
64 H 0.179 5.600 2.704
65 H -1.259 5.047 3.510
66 H -1.033 4.733 1.798
67 H 1.750 4.329 4.963
68 H 1.674 2.626 5.338
69 H 0.306 3.674 5.671
70 H -3.639 2.497 3.383
71 H -4.253 2.674 1.758
72 H -3.044 3.788 2.360
73 H -3.773 -0.112 2.433
74 H -2.428 -0.995 1.758
75 H -3.570 -0.182 0.704
76 H -1.383 3.150 -0.093
77 H -2.131 1.735 -0.800
78 H -0.433 1.677 -0.294
79 H -1.660 0.749 5.841
80 H -0.101 1.450 6.200
81 H -0.396 -0.245 6.530
82 H -1.987 -1.543 3.964
83 H -0.577 -2.290 4.668
84 H -0.697 -2.147 2.937
85 H 2.408 0.427 4.562
86 H 2.247 -0.095 2.890
87 H 2.104 -1.265 4.216

The total charge is +1. Its energy above the lowest of the compared OMol25 structures with the same formula, charge and spin is 25.3 kcal per mole. Its highest occupied orbital energy (alpha / beta) is -10.78 / -10.78 eV. Its LUMO energy (alpha / beta) is -4.4 / -4.4 eV. As for the total energy: -2753.73997 a.u.

***

Molecular formula: C30H44AlClFO27
Method: DFT, the ωB97M-V functional and the def2-TZVPD basis

Positions of all 104 atoms, in Å:
1 C 5.236 0.458 -3.325
2 C 4.851 1.594 -4.248
3 C 3.645 2.355 -3.728
4 Al 1.911 1.389 -3.669
5 F 1.524 0.939 -2.094
6 Cl 1.936 -0.448 -4.906
7 H 5.594 0.879 -2.408
8 H 4.396 -0.178 -3.103
9 H 6.020 -0.148 -3.747
10 H 5.695 2.268 -4.284
11 H 4.662 1.229 -5.247
12 H 3.913 2.685 -2.731
13 H 3.518 3.254 -4.311
14 H 0.657 2.275 -4.197
15 C 1.533 -0.486 0.714
16 C 0.627 -1.619 0.276
17 O 0.254 -2.217 1.553
18 C 0.420 -1.301 2.520
19 O 0.092 -1.456 3.666
20 O 1.028 -0.214 2.059
21 H 1.461 0.388 0.088
22 H 2.575 -0.779 0.802
23 H -0.279 -1.279 -0.217
24 H 1.119 -2.353 -0.351
25 C -2.531 -1.684 6.545
26 C -2.252 -2.472 5.276
27 O -3.493 -3.203 5.119
28 C -4.470 -2.535 5.749
29 O -5.634 -2.772 5.634
30 O -3.966 -1.546 6.505
31 H -2.068 -0.703 6.561
32 H -2.264 -2.231 7.449
33 H -2.102 -1.838 4.408
34 H -1.420 -3.161 5.348
35 C -4.674 -2.570 1.127
36 C -3.968 -1.253 0.829
37 O -2.740 -1.698 0.236
38 C -2.914 -2.949 -0.255
39 O -2.123 -3.530 -0.919
40 O -4.113 -3.438 0.130
41 H -5.753 -2.530 1.016
42 H -4.425 -2.968 2.106
43 H -4.504 -0.649 0.096
44 H -3.754 -0.653 1.709
45 C 3.584 6.072 -1.451
46 C 4.229 7.440 -1.583
47 O 5.332 7.155 -2.456
48 C 5.047 6.025 -3.174
49 O 5.692 5.637 -4.086
50 O 3.924 5.456 -2.688
51 H 2.509 6.082 -1.356
52 H 4.008 5.490 -0.634
53 H 3.572 8.163 -2.069
54 H 4.593 7.852 -0.646
55 C 0.194 -5.391 1.794
56 C -0.173 -6.477 0.794
57 O 0.744 -7.527 1.148
58 C 1.125 -7.362 2.434
59 O 1.737 -8.157 3.068
60 O 0.703 -6.165 2.896
61 H -0.644 -4.787 2.122
62 H 0.982 -4.736 1.429
63 H -1.190 -6.845 0.932
64 H -0.028 -6.190 -0.242
65 C 3.191 2.397 2.246
66 C 3.951 3.683 1.957
67 O 5.135 3.194 1.308
68 C 4.871 1.977 0.766
69 O 5.577 1.384 0.023
70 O 3.661 1.539 1.202
71 H 2.112 2.494 2.180
72 H 3.459 1.958 3.208
73 H 3.408 4.330 1.269
74 H 4.227 4.243 2.845
75 C -8.798 -3.560 5.988
76 C -9.230 -3.750 7.434
77 O -10.130 -2.650 7.625
78 C -10.617 -2.268 6.420
79 O -11.506 -1.498 6.265
80 O -9.946 -2.890 5.429
81 H -8.620 -4.487 5.453
82 H -7.929 -2.916 5.895
83 H -9.782 -4.678 7.590
84 H -8.414 -3.686 8.146
85 C -0.221 3.501 -1.648
86 C -1.420 4.331 -1.200
87 O -0.911 5.004 -0.029
88 C 0.433 5.048 -0.122
89 O 1.172 5.665 0.580
90 O 0.864 4.289 -1.140
91 H -0.117 3.387 -2.722
92 H -0.185 2.520 -1.176
93 H -1.700 5.087 -1.934
94 H -2.292 3.744 -0.930
95 C 1.320 -0.433 -8.668
96 C 2.262 0.721 -8.971
97 O 3.239 0.092 -9.819
98 C 2.684 -0.995 -10.395
99 O 3.177 -1.621 -11.277
100 O 1.488 -1.265 -9.834
101 H 0.279 -0.144 -8.571
102 H 1.627 -0.985 -7.782
103 H 1.780 1.518 -9.540
104 H 2.740 1.134 -8.089

The total charge is -1. Its highest occupied orbital energy is -5.77 eV. Its LUMO energy is 1.4 eV. As for the total energy: -4003.87691 a.u.